1.
The following is a DFT calculation (ωB97M-V with the def2-TZVPD basis set) of a molecular structure, C32H44N6O2P2STa at a distorted geometry.

Calculated values
gap between HOMO and LUMO: 6.101 eV
multiplicity: 1
charge: +3
energy above the lowest of the compared OMol25 structures with the same formula, charge and spin: 183.31 kJ/mol
highest occupied orbital energy: -16.1 eV
total energy: -2861.90299 hartree

The geometry in XYZ format:
```
88
Properties=species:S:1:pos:R:3:forces:R:3:lowdin_charge:R:1
N -1.690 4.675 -0.703 0.0 0.0 0.1 0.07
H -2.232 -1.638 2.594 0.0 0.0 0.1 0.05
C -3.213 -0.845 -1.054 -0.1 0.0 0.1 -0.40
C 1.999 3.445 -1.046 0.3 0.0 0.2 -0.22
H -0.015 4.075 -5.087 0.0 0.0 0.0 0.08
C -1.675 5.875 -1.300 0.0 0.0 0.0 -0.06
O -0.769 0.744 1.866 -0.2 0.5 -1.1 -0.23
C -1.937 -3.260 -0.099 0.2 0.0 0.1 -0.20
C 3.559 -2.048 -0.696 0.2 -0.4 -0.1 0.05
H 1.546 4.376 -1.388 0.0 -0.1 0.0 0.10
N 1.453 -1.208 -0.636 -0.1 0.2 -0.7 -0.20
C 4.574 1.152 3.694 0.0 0.0 0.0 -0.06
C 2.235 4.712 1.102 0.0 0.0 0.0 -0.01
H 0.882 -0.749 4.077 0.1 -0.1 0.0 0.19
H -1.326 -1.844 -4.424 0.0 0.0 0.0 0.08
H 0.593 0.645 -4.048 0.0 0.0 0.0 0.07
C 2.292 2.320 1.207 0.0 0.2 0.1 -0.18
C -4.584 -0.833 -0.826 0.0 0.0 0.0 -0.05
H -1.279 -3.728 0.635 0.0 -0.1 0.0 0.06
C 3.066 0.257 0.304 0.2 0.3 -0.1 -0.05
H -1.148 -2.840 -2.979 0.0 0.0 -0.1 0.04
C 1.424 -2.458 -1.237 0.1 0.3 0.1 -0.14
S -1.258 2.157 -0.481 0.9 -0.7 0.3 0.75
N 2.073 1.060 0.531 -1.0 -0.5 -0.1 -0.03
H -3.204 0.491 -4.180 0.0 0.0 0.0 0.11
H -6.513 -0.299 -1.592 0.0 0.0 0.0 0.13
H 0.505 -2.889 -1.587 0.0 0.0 0.1 0.07
H -0.728 3.248 3.450 0.1 -0.1 0.0 0.11
H 4.054 4.067 -1.367 0.0 0.0 0.0 0.09
H 2.946 -3.965 -1.675 0.0 0.1 0.0 0.13
C -2.706 -0.356 -2.264 0.0 0.0 -0.2 -0.42
H 0.358 -2.239 2.180 -0.1 -0.1 -0.1 0.12
H -3.312 -0.378 1.961 0.0 0.0 0.0 0.07
N 0.496 -0.523 3.171 -0.3 -0.2 0.3 0.07
H 2.511 1.141 4.303 0.0 0.0 0.0 0.12
C 2.679 2.362 2.553 -0.1 -0.2 0.0 -0.17
C -1.333 2.467 3.904 -0.1 0.3 0.0 0.06
H -0.462 5.796 -5.180 0.0 0.0 0.0 0.10
H -1.173 7.017 -3.046 0.0 0.0 0.0 0.13
C -3.578 0.129 -3.230 0.0 0.0 0.0 -0.05
H -0.590 1.817 -3.432 0.0 0.0 0.0 0.00
C -0.299 0.539 3.005 0.4 -0.4 0.0 -0.57
C 2.680 -2.996 -1.280 0.3 0.0 0.1 -0.01
C -1.163 6.046 -2.570 0.0 0.0 0.0 0.04
H 1.356 2.621 -1.366 0.0 0.1 -0.1 0.04
C -1.186 3.699 -1.416 -0.1 0.2 -0.3 -0.71
H -1.047 0.635 -4.702 0.0 0.0 0.0 0.07
C 2.788 -0.979 -0.308 -0.2 0.0 0.0 -0.33
P -2.070 -1.475 0.202 -0.1 0.3 -0.4 0.84
H -2.215 2.268 3.303 0.0 -0.1 0.0 0.10
C -0.745 -1.982 -3.511 0.3 0.0 0.1 -0.21
H 4.838 2.015 4.304 0.0 0.0 0.0 0.09
H 0.295 -2.168 -3.776 0.0 0.0 0.0 0.07
C 3.374 3.287 -1.708 -0.1 0.0 0.0 -0.05
H -1.567 -3.479 -1.096 0.0 0.0 0.0 0.03
H 3.827 2.321 -1.467 0.0 0.1 0.0 0.07
H 2.623 5.739 2.945 0.0 0.0 0.0 0.12
C 0.008 5.029 -4.567 0.0 0.0 0.1 0.00
Ta 0.024 0.192 -0.100 -0.3 0.3 1.3 1.45
H -4.997 -1.219 0.098 0.0 0.0 0.0 0.11
C -0.642 4.931 -3.224 0.1 0.0 -0.1 -0.28
C 2.537 4.778 2.455 0.0 0.0 0.0 -0.03
H 2.845 0.229 2.829 0.0 0.0 0.0 0.07
C -0.459 0.799 -3.799 0.2 0.0 0.1 -0.22
H 4.851 0.254 4.246 0.0 0.0 0.0 0.09
C 3.075 1.149 3.368 0.2 0.1 -0.1 -0.21
H -1.611 2.743 4.913 0.0 -0.1 0.1 0.12
H 3.291 3.353 -2.793 0.0 0.0 0.0 0.08
H -3.743 -2.101 1.808 0.0 0.0 0.0 0.07
C -4.947 0.158 -2.986 0.0 0.0 0.0 -0.01
H 5.176 1.195 2.784 0.0 0.0 0.0 0.08
C -2.926 -1.381 1.792 0.1 0.1 0.0 -0.21
H 4.629 -2.143 -0.579 -0.1 0.0 0.0 0.14
H -2.937 -3.684 -0.003 0.0 0.0 0.0 0.08
H -5.618 0.553 -3.737 0.0 0.0 0.0 0.13
O -0.526 1.256 4.045 0.0 -0.1 0.0 0.07
N 0.728 -1.304 2.030 0.1 0.3 0.2 0.06
C 2.121 3.491 0.458 0.0 -0.1 -0.2 -0.18
N -0.672 3.730 -2.626 -0.1 -0.1 0.0 0.08
C -5.449 -0.322 -1.786 0.0 0.0 0.0 -0.02
H 2.110 5.624 0.528 0.0 0.0 0.0 0.13
H 1.055 5.316 -4.432 0.0 0.0 0.0 0.10
H -2.080 6.702 -0.729 0.0 0.0 0.0 0.13
H 4.085 0.544 0.557 0.0 0.0 0.0 0.17
H 3.061 3.667 4.205 0.0 0.0 0.0 0.13
C 2.778 3.613 3.159 0.0 0.1 0.1 -0.02
H 1.732 -1.395 1.889 0.1 0.0 0.0 0.10
P -0.922 -0.434 -2.571 -0.5 0.1 0.4 0.83
```
Forces are in eV/Å.



2.
The following is a DFT calculation (ωB97M-V with the def2-TZVPD basis set) of a molecular structure, C2H4N4O2 at a distorted geometry.

Calculated values
gap between HOMO and LUMO: 8.835 eV
multiplicity: 1
energy above the lowest of the compared OMol25 structures with the same formula, charge and spin: 504.22 kJ/mol
highest occupied orbital energy: -8.6 eV
total energy: -447.91036 hartree

The geometry in XYZ format:
```
12
Properties=species:S:1:pos:R:3:forces:R:3:lowdin_charge:R:1
C 1.487 -0.352 0.165 -7.0 5.6 -1.5 -0.43
N 0.361 0.900 -1.137 -1.8 1.1 0.8 -0.06
H 0.247 1.835 -1.543 0.5 -0.2 0.7 0.13
C -0.018 -0.355 0.729 2.1 0.8 -2.6 -0.35
O 2.179 -1.222 0.655 1.9 -7.2 3.6 0.12
O -0.485 -1.285 1.386 0.3 1.5 -0.7 0.05
N -0.544 0.769 0.038 -0.5 -2.7 -2.3 -0.11
H -2.074 -0.676 -0.055 -0.5 4.7 -2.0 0.21
N -1.949 0.519 -0.629 2.1 -2.8 5.0 0.05
H -2.209 1.257 0.067 -2.1 -1.2 -0.7 0.06
H 1.407 -1.947 1.091 2.9 2.7 -1.2 0.25
N 1.598 0.558 -0.767 2.0 -2.3 0.9 0.08
```
Forces are in eV/Å.



3.
The following is a DFT calculation (ωB97M-V with the def2-TZVPD basis set) of 7 unconnected molecules or ions with the total composition C29H67BN2O9.

Calculated values
gap between HOMO and LUMO: 8.742 eV
multiplicity: 1
energy above the lowest of the compared OMol25 structures with the same formula, charge and spin: 0.00 kJ/mol
highest occupied orbital energy: -8.2 eV
total energy: -1956.76798 hartree
structure (SMILES): CB(O)N(C)C(=O)OCCCCn1cccc1.CC(C)O.CC(C)O.CC(C)O.CC(C)O.CC(C)O.CC(C)O

The geometry in XYZ format:
```
108
Properties=species:S:1:pos:R:3:forces:R:3:lowdin_charge:R:1
H -1.447 0.075 -7.406 0.0 0.0 0.0 0.14
H -0.825 -3.510 3.009 0.0 0.0 0.0 0.08
C 4.395 -6.788 6.049 0.0 0.1 0.1 -0.06
H 5.313 -1.317 -1.309 0.0 0.0 0.0 0.08
H 1.974 -7.545 4.918 0.0 0.0 0.0 0.08
H 2.009 -2.398 6.269 0.0 0.0 0.0 0.08
H 2.110 -0.324 3.339 -0.2 -0.1 0.0 0.09
H 4.411 0.273 5.104 0.0 0.0 0.0 0.08
C -1.822 4.650 -1.435 -0.1 -0.3 0.2 0.03
O 4.434 0.628 1.300 0.0 0.2 -0.2 -0.06
H 1.067 0.906 0.758 -0.1 0.0 0.0 0.12
C 1.688 1.152 -2.468 0.4 0.1 -0.3 -0.15
H -3.589 0.733 -0.070 -0.1 0.0 0.0 0.10
H 3.956 -7.637 6.580 0.0 0.0 0.0 0.08
B -2.662 3.330 -1.255 0.2 0.1 -0.1 -0.60
H -4.234 4.045 -2.135 -0.1 0.0 0.0 0.11
H 5.065 -7.177 5.280 0.0 0.0 0.0 0.08
H -7.935 3.120 1.374 0.0 -0.1 0.0 0.13
O -0.048 -1.035 2.397 0.2 0.0 0.0 -0.06
H -4.894 3.203 1.602 0.0 0.0 0.1 0.06
H -2.376 1.479 -4.679 0.0 -0.2 0.0 0.08
N 0.614 1.600 -3.337 -0.2 -0.1 0.0 -0.10
H -2.008 1.313 -9.477 0.0 0.0 0.0 0.08
C -5.886 3.069 2.035 0.0 -0.1 -0.1 -0.06
C 2.204 2.257 -1.559 0.0 -0.1 0.4 -0.15
C 3.300 -5.925 5.443 0.0 -0.2 0.0 -0.51
H 3.154 1.937 -1.123 0.0 -0.1 0.0 0.10
C -2.539 0.394 -9.228 0.0 0.1 0.0 -0.06
H -2.783 -2.008 -7.861 0.0 0.0 0.0 0.08
H 1.000 -1.328 5.275 0.0 0.0 0.0 0.09
C 6.505 -0.624 1.093 0.0 0.1 0.1 -0.06
H 1.837 3.102 0.380 -0.1 0.2 -0.1 0.13
H 2.732 0.567 5.561 0.0 0.0 0.0 0.09
O -3.967 3.244 -1.675 0.1 0.0 -0.2 0.15
O 2.838 -0.959 3.337 0.2 0.0 -0.2 -0.08
O -3.025 1.247 -7.013 0.0 0.1 0.0 -0.07
H -0.840 0.076 -2.923 0.2 0.0 0.1 0.11
C 3.519 -0.190 5.530 0.1 0.0 -0.1 -0.05
N -2.076 2.131 -0.657 -0.8 -0.1 0.0 0.04
H -0.538 -4.224 1.412 0.0 0.0 0.0 0.08
H -5.898 4.922 -0.011 0.0 0.0 0.1 0.07
C 4.634 -0.923 -0.551 -0.1 0.1 -0.1 -0.05
C 3.074 -1.372 4.685 -0.2 0.1 0.2 -0.48
H -3.576 0.505 -9.558 0.0 -0.1 0.0 0.08
H -2.090 -0.429 -9.786 0.0 0.0 0.0 0.08
H -1.767 -2.967 1.619 0.0 0.0 -0.1 0.08
H 1.694 -6.060 4.006 0.0 0.0 0.0 0.07
H 7.012 0.085 1.748 0.0 0.0 0.0 0.08
O -0.517 2.097 1.110 -0.1 -0.2 0.0 0.05
H 1.235 -2.542 2.027 0.0 0.1 0.1 0.12
H 0.568 3.448 -0.804 -0.1 0.0 0.0 0.09
C -2.487 0.138 -7.730 -0.1 -0.1 -0.1 -0.50
H -2.202 0.036 -0.930 0.0 0.0 0.1 0.06
H 2.527 0.786 -3.068 -0.1 0.0 -0.1 0.13
H -5.996 3.755 2.877 0.0 0.0 0.0 0.08
H 4.983 -6.213 6.765 0.0 0.0 0.0 0.08
H 2.045 -6.111 6.929 0.0 0.0 0.0 0.09
H 3.749 -5.059 4.954 0.0 0.0 0.0 0.13
H -3.949 1.350 -7.266 0.0 0.0 0.0 0.09
H 5.724 0.900 -0.203 0.0 0.0 -0.1 0.13
C -1.373 1.689 -4.352 0.2 0.0 0.2 -0.10
H -0.599 -1.528 -0.198 0.0 -0.1 0.0 0.07
C -0.776 -3.299 1.940 0.0 0.0 0.1 -0.05
H -5.941 2.046 2.409 0.0 0.0 0.0 0.08
C 0.426 1.558 0.161 0.4 0.1 0.2 -0.17
C -0.598 0.979 -3.462 -0.3 0.1 -0.3 -0.10
O -2.641 2.514 1.544 0.1 0.1 0.3 0.14
C -2.872 0.899 -0.875 0.3 -0.1 0.1 -0.03
C -6.878 4.736 0.439 -0.1 0.0 -0.1 -0.06
H -0.105 0.964 -0.577 0.0 0.1 0.0 0.09
C 0.631 2.704 -4.150 -0.3 -0.1 0.0 -0.10
H -0.905 -0.715 2.093 0.0 0.1 0.1 0.09
H 1.497 3.341 -4.209 0.0 0.0 0.0 0.11
H 0.632 -2.785 -0.405 0.0 0.0 0.0 0.09
H 3.884 -2.102 4.624 0.0 0.0 -0.1 0.13
C 1.832 -2.036 5.256 0.0 -0.1 -0.1 -0.05
H 2.425 3.137 -2.165 0.1 0.0 0.0 0.10
O -6.781 2.380 -0.104 -0.1 0.0 0.0 -0.06
H -0.904 4.410 -1.974 0.0 0.0 -0.1 0.05
H 7.231 -1.028 0.387 0.0 0.0 0.0 0.08
C 2.468 -6.699 4.432 -0.1 0.1 0.0 -0.06
H -3.158 -1.309 -6.277 0.0 0.0 0.0 0.08
C 1.248 2.682 -0.437 -0.1 -0.1 0.0 -0.13
H 3.739 -0.498 6.553 0.0 0.0 0.0 0.08
C -0.589 2.785 -4.787 0.4 0.1 0.1 -0.09
O 2.466 -5.380 6.464 0.0 0.1 0.0 -0.06
H 1.112 -1.129 0.005 0.0 -0.1 0.0 0.05
C -6.940 3.311 0.968 0.2 0.1 0.0 -0.49
C 0.360 -1.902 0.176 0.1 0.0 0.0 -0.05
H 6.132 -1.444 1.713 0.0 0.0 0.0 0.08
C -3.213 -1.144 -7.353 0.0 0.0 0.1 -0.06
H 3.802 -0.430 -1.057 0.0 0.0 0.0 0.05
H 4.227 -1.764 0.016 0.0 0.0 0.0 0.08
H -7.636 4.894 -0.328 0.0 0.0 0.0 0.08
H -1.535 5.055 -0.461 0.0 0.1 0.0 0.08
C 5.347 0.052 0.374 -0.1 -0.2 0.1 -0.50
H -4.269 -1.076 -7.628 0.0 0.0 0.0 0.08
C 0.260 -2.222 1.660 -0.2 0.0 -0.2 -0.48
H -7.032 5.464 1.237 0.0 0.0 0.0 0.08
H -0.871 3.555 -5.488 0.0 -0.1 0.0 0.09
H 4.007 -0.079 1.801 -0.1 -0.1 0.3 0.05
H -2.350 5.418 -2.001 0.0 0.1 0.1 0.06
H 1.317 0.298 -1.904 0.0 0.0 0.0 0.10
C -1.787 2.273 0.738 0.3 0.0 -0.4 -0.52
H -5.905 2.527 -0.484 0.0 0.0 0.0 0.06
H 3.087 -7.085 3.621 0.0 0.0 0.0 0.08
H 1.529 -2.883 4.640 0.0 0.0 0.0 0.07
H -3.395 0.973 -1.823 0.0 0.0 0.0 0.09
```
Forces are in eV/Å.



4.
The following is a DFT calculation (ωB97M-V with the def2-TZVPD basis set) of 9 unconnected molecules or ions with the total composition C6H30O9 at a distorted geometry.

Calculated values
gap between HOMO and LUMO: 10.116 eV
multiplicity: 1
energy above the lowest of the compared OMol25 structures with the same formula, charge and spin: 339.87 kJ/mol
highest occupied orbital energy: -10.0 eV
total energy: -923.67401 hartree
structure (SMILES): CCO.CCO.CCO.O.O.O.O.O.O

The geometry in XYZ format:
```
45
Properties=species:S:1:pos:R:3:forces:R:3:lowdin_charge:R:1
H 9.796 3.021 23.274 -0.5 0.1 0.0 0.07
H 13.802 -3.143 26.215 0.2 0.1 0.2 0.07
O 13.703 -3.979 26.677 -1.5 -0.2 -0.1 -0.09
O 11.875 -1.532 22.115 0.2 0.2 0.3 -0.05
O 12.412 -0.719 18.240 0.0 -0.3 0.1 -0.05
H 17.835 -2.410 21.690 -0.2 0.4 -0.5 0.07
H 16.144 -2.536 19.548 0.3 0.4 0.2 0.11
H 14.052 3.439 20.136 0.0 0.3 0.0 0.03
H 11.526 -6.079 21.465 0.2 -0.1 0.2 0.03
H 16.687 -4.140 27.947 0.4 0.7 0.0 0.07
O 8.271 -3.068 21.723 0.4 0.0 0.0 -0.05
H 14.486 -3.235 28.462 0.1 0.3 -0.1 0.11
C 16.766 -3.326 19.970 -0.4 -0.3 0.5 -0.34
H 16.199 -2.992 22.059 -0.2 0.3 -0.1 0.07
H 16.163 -3.610 26.305 -0.1 -0.3 0.1 0.08
H 11.008 -1.937 22.101 -0.3 -0.1 0.0 0.02
H 14.286 -4.954 28.348 0.0 -0.1 -0.1 0.11
H 12.208 -1.645 21.225 0.1 0.0 -0.4 0.02
H 7.836 -3.719 22.273 -0.1 -0.2 0.2 0.03
H 13.004 0.008 18.430 0.2 0.3 0.1 0.02
H 10.449 -5.076 21.110 -0.2 0.2 0.0 0.01
O 11.028 -5.733 20.725 0.0 -0.1 -0.2 -0.05
H 17.505 -4.064 21.893 0.1 -0.4 -0.3 0.07
C 17.085 -3.162 21.447 -0.3 -0.3 0.8 -0.09
O 17.943 -3.407 19.232 0.9 0.3 -0.9 -0.07
H 7.557 -2.548 21.355 -0.1 0.2 -0.1 0.03
C 14.583 -4.076 27.775 0.1 0.2 -0.9 -0.33
C 9.920 4.341 24.985 0.3 -0.7 0.9 -0.34
H 14.381 2.142 20.845 0.1 -0.1 0.2 0.03
H 16.177 -4.221 19.768 -0.2 -0.3 0.4 0.11
O 14.024 -0.112 24.928 0.1 -0.1 0.3 -0.05
H 8.919 4.725 25.181 -0.2 0.1 -0.4 0.11
H 16.078 -5.335 27.019 -0.1 0.1 -1.2 0.07
H 13.517 -0.551 24.245 -0.3 -0.2 -0.3 0.01
H 10.453 4.373 25.935 -0.4 -0.7 0.5 0.10
H 9.166 2.246 24.774 -0.3 0.4 0.0 0.07
H 11.542 -0.320 18.216 -0.2 0.1 0.0 0.03
H 10.553 6.100 24.367 -0.1 -0.1 0.2 0.08
C 9.895 2.939 24.356 0.6 0.1 0.0 -0.08
H 14.505 0.574 24.465 0.1 0.2 -0.1 0.03
C 15.950 -4.261 27.153 0.8 -0.8 2.1 -0.09
O 10.706 5.171 24.183 0.3 0.7 -1.5 -0.08
O 14.096 2.493 20.001 -0.1 -0.2 -0.2 -0.05
H 10.846 2.419 24.470 0.2 0.2 0.2 0.06
H 18.456 -4.151 19.556 0.0 0.0 0.0 0.08
```
Forces are in eV/Å.